Below is a structure of composition C17H30BBeBr3CaClF2KNO13PS, with properties calculated with ωB97M-V/def2-TZVPD.

lowest unoccupied orbital energy = -4.7010 eV
gap between HOMO and LUMO = 0.075 Eh

Geometry as ORCA input:
```
! RIJCOSX wB97M-V def2-TZVPD def2/J DEFGRID3
* xyz 0 1
C 1.570 0.961 2.298
C 0.583 1.762 1.432
C 1.343 2.175 0.183
C -0.545 0.780 1.023
C -1.928 1.164 1.472
O -2.415 2.498 1.169
C -3.754 2.436 1.329
O -4.496 3.352 1.431
O -4.164 1.122 1.356
C -3.053 0.443 0.717
P -3.122 -1.343 0.671
O -4.614 -1.712 0.226
O -2.904 -1.933 2.233
S -1.882 -2.251 -0.411
H 1.688 -0.007 1.823
H 2.554 1.420 2.292
H 1.230 0.850 3.327
H 0.150 2.635 1.976
H 2.259 2.688 0.462
H 0.766 2.792 -0.489
H 1.641 1.257 -0.319
H -0.576 0.664 -0.059
H -0.375 -0.219 1.410
H -2.047 1.066 2.551
H -3.014 0.888 -0.276
H -5.234 -1.801 0.962
H -2.880 -2.880 2.129
Be 0.258 3.380 3.610
Br 0.013 -3.351 -6.657
C -0.830 -4.359 -5.211
C -0.851 -3.591 -3.922
Br 0.880 -3.569 -3.062
H -0.291 -5.297 -5.129
H -1.844 -4.549 -5.552
H -1.515 -4.074 -3.209
H -1.153 -2.557 -4.052
C -0.558 6.838 -0.402
C -0.968 5.399 -0.194
O -0.214 4.582 0.319
N -2.209 5.038 -0.597
C -3.231 5.859 -1.217
H 0.453 6.965 -0.030
H -0.576 7.094 -1.462
H -1.220 7.509 0.146
H -2.416 4.069 -0.425
H -4.127 5.862 -0.594
H -3.493 5.448 -2.194
H -2.887 6.879 -1.346
B -1.292 -6.806 1.596
O -0.897 -5.517 0.943
C -0.743 -5.740 -0.362
O -0.411 -4.947 -1.194
C -1.060 -7.231 -0.637
O -1.022 -7.765 -1.705
O -1.382 -7.802 0.516
F -2.560 -6.637 2.223
F -0.381 -7.181 2.546
C 4.887 0.527 -1.446
O 3.796 0.410 -2.379
H 5.432 1.465 -1.293
H 4.697 0.227 -0.413
H 5.696 -0.140 -1.713
Ca -4.255 -3.945 2.644
C 5.864 0.355 3.317
C 6.350 0.980 1.992
O 6.866 2.105 2.045
O 6.169 0.266 0.960
H 6.051 1.024 4.155
H 4.792 0.152 3.260
H 6.383 -0.588 3.494
Br 4.194 -1.376 -2.783
Cl -4.031 -3.407 -2.061
K 6.852 -0.809 -3.442
*
```

Atom charges from the Mulliken analysis, given in e for atoms 1 to 6: -1.75, 1.43, -2.16, -1.36, 0.05, -0.26

Below is an isolated molecule of C18H18ClF5N6O, with properties calculated with ωB97M-V/def2-TZVPD.

lowest unoccupied orbital energy = 0.1080 eV
SMILES string = CNCCCOc1cc(F)c(-c2c(Cl)nc3ncnn3c2N[C@@H](C)C(F)(F)F)c(F)c1
relative energy (zero: lowest compared OMol25 entry of this formula, charge and spin) = 26.1 kcal/mol
gap between HOMO and LUMO = 0.339 Eh

Geometry as ORCA input:
```
! RIJCOSX wB97M-V def2-TZVPD def2/J DEFGRID3
* xyz 0 1
F 0.176 -1.378 2.527
F -3.380 -0.354 -0.498
F 1.395 -1.204 -3.138
F 0.661 0.199 -1.692
F 2.703 -0.585 -1.465
Cl -3.223 -2.367 3.133
N -1.178 -5.296 -1.435
N -2.884 -4.434 1.558
N -2.474 -6.311 0.118
O -0.821 3.143 1.302
C -1.658 -6.438 -0.993
C -2.605 -3.146 1.706
C -2.401 -5.067 0.428
C -1.782 -2.376 0.714
C -1.285 -3.053 -0.341
C -0.289 0.876 2.019
C -1.971 1.396 0.374
C -0.570 -0.493 1.843
C -2.325 0.039 0.274
C -1.010 1.815 1.261
C -1.549 -0.911 0.951
N -1.631 -4.396 -0.497
N 1.640 5.439 -0.114
N -0.497 -2.505 -1.351
C 1.753 6.225 -1.354
C 0.409 3.643 1.851
C 1.565 3.982 -0.374
C 1.640 3.265 0.963
C 1.800 -3.285 -1.082
C 1.422 -0.890 -1.838
C 0.882 -2.064 -0.986
H -1.370 -7.379 -1.451
H 0.518 1.097 2.680
H -2.567 2.072 -0.212
H 0.794 5.744 0.365
H -0.514 -3.120 -2.174
H 2.615 5.935 -1.986
H 0.866 6.075 -1.945
H 1.831 7.304 -1.115
H 0.318 4.699 1.922
H 0.582 3.318 2.892
H 0.642 3.721 -0.877
H 2.420 3.694 -1.027
H 1.705 2.192 0.833
H 2.578 3.596 1.417
H 1.422 -4.071 -0.406
H 2.792 -2.966 -0.782
H 1.910 -3.676 -2.091
H 0.947 -1.708 0.094
*
```

Atom charges from the Mulliken analysis, given in e for atoms 1 to 6: -0.42, -0.34, -0.30, -0.22, -0.29, -0.15

Below is a cluster of 7 separate species, C29H55BCl3F4N6O6 in total, with properties calculated with ωB97M-V/def2-TZVPD.

lowest unoccupied orbital energy = -6.4348 eV
relative energy (zero: lowest compared OMol25 entry of this formula, charge and spin) = 121.4 kcal/mol
gap between HOMO and LUMO = 0.100 Eh

Geometry as ORCA input:
```
! RIJCOSX wB97M-V def2-TZVPD def2/J DEFGRID3
* xyz 1 1
C 0.626 0.873 5.210
N 1.914 1.159 4.643
C 1.956 1.671 3.403
C 3.219 2.185 2.838
C 4.435 2.025 3.587
C 4.298 1.413 4.833
C 3.056 0.948 5.348
C 5.708 2.587 3.115
C 5.720 3.839 2.466
C 6.918 4.464 2.286
N 8.064 3.798 2.527
C 8.100 2.584 3.055
C 6.884 1.954 3.339
C 9.402 4.464 2.271
H 0.006 1.730 5.472
H 0.724 0.193 6.057
H 0.117 0.382 4.381
H 1.058 1.709 2.804
H 3.342 2.586 1.843
H 5.139 1.347 5.508
H 2.876 0.456 6.292
H 4.779 4.368 2.414
H 7.054 5.292 1.605
H 9.109 2.243 3.236
H 6.795 1.018 3.871
H 9.370 5.483 1.885
H 9.977 3.885 1.549
H 9.902 4.508 3.238
B -1.950 0.485 -2.361
F -0.619 0.621 -2.633
F -2.109 -0.578 -1.498
F -2.444 1.625 -1.746
F -2.656 0.331 -3.550
O 4.516 -3.700 1.498
C 3.352 -3.498 1.117
N 3.070 -2.753 0.051
C 2.228 -4.243 1.916
H 2.139 -2.394 -0.107
H 3.826 -2.368 -0.497
H 1.831 -4.886 1.131
H 1.520 -3.510 2.303
H 2.515 -4.833 2.787
O 0.326 -1.527 -10.105
C 0.541 -1.445 -8.932
N -0.311 -1.751 -7.988
C 1.944 -0.906 -8.488
H -1.045 -2.376 -8.288
H -0.603 -1.106 -7.269
H 2.483 -1.799 -8.170
H 2.027 -0.251 -7.621
H 2.514 -0.660 -9.384
C -2.503 -6.813 -3.217
Cl -2.567 -7.946 -1.867
Cl -3.402 -7.408 -4.603
Cl -0.832 -6.397 -3.649
H -2.953 -5.883 -2.868
C -8.598 -0.806 2.479
O -8.611 -2.030 3.299
C -8.909 -3.221 2.656
C -10.069 -3.237 1.587
N -11.362 -3.044 2.242
C -11.872 -3.965 3.276
C -13.303 -3.574 3.764
O -13.669 -4.248 5.002
C -14.968 -3.928 5.622
H -8.050 -0.888 1.540
H -8.094 -0.127 3.166
H -9.607 -0.445 2.277
H -9.147 -3.861 3.506
H -8.010 -3.711 2.283
H -9.956 -4.179 1.050
H -10.042 -2.460 0.823
H -12.077 -2.806 1.569
H -11.244 -4.003 4.166
H -11.758 -5.006 2.974
H -13.994 -3.825 2.959
H -13.502 -2.502 3.791
H -15.066 -4.562 6.503
H -15.889 -4.160 5.086
H -15.030 -2.951 6.100
C 2.021 5.967 -1.596
O 3.280 5.297 -2.086
C 3.489 5.212 -3.441
C 4.980 4.827 -3.777
N 5.151 3.494 -3.346
C 6.474 2.995 -3.726
C 6.691 1.563 -3.223
O 6.126 0.520 -4.048
C 7.048 -0.168 -4.860
H 1.599 5.483 -0.716
H 1.233 5.860 -2.341
H 2.275 7.026 -1.568
H 3.423 6.218 -3.854
H 2.817 4.493 -3.909
H 5.689 5.414 -3.194
H 5.372 4.927 -4.789
H 4.461 2.895 -3.776
H 7.284 3.692 -3.513
H 6.531 2.832 -4.802
H 6.012 1.558 -2.370
H 7.642 1.338 -2.740
H 7.846 0.428 -5.304
H 6.467 -0.685 -5.623
H 7.529 -0.847 -4.157
*
```

Atom charges from the Mulliken analysis, given in e for atoms 1 to 6: -0.84, 0.03, -0.32, -0.92, 0.87, -0.74

Below is an isolated molecule of C3H6NP, with properties calculated with ωB97M-V/def2-TZVPD.

lowest unoccupied orbital energy = 0.5139 eV
SMILES string = CCPC#N
relative energy (zero: lowest compared OMol25 entry of this formula, charge and spin) = 10.4 kcal/mol
gap between HOMO and LUMO = 0.392 Eh

Geometry as ORCA input:
```
! RIJCOSX wB97M-V def2-TZVPD def2/J DEFGRID3
* xyz 0 1
C -2.184 -0.006 0.393
C 1.136 0.350 0.348
C 0.308 -0.080 -0.891
N -2.978 0.740 0.768
P -1.099 -1.152 -0.474
H 1.844 -0.326 0.527
H 1.639 1.258 0.030
H 0.650 0.512 1.310
H 0.976 -0.811 -1.528
H 0.081 0.864 -1.451
H -0.374 -1.350 0.969
*
```

Atom charges from the Mulliken analysis, given in e for atoms 1 to 6: 0.30, -1.27, -0.34, -0.39, -0.11, 0.47

Below is a cluster of 2 separate species, C3H10S3 in total, with properties calculated with ωB97M-V/def2-TZVPD.

lowest unoccupied orbital energy = 0.0733 eV
SMILES string = CCS.CSS
relative energy (zero: lowest compared OMol25 entry of this formula, charge and spin) = 28.3 kcal/mol
gap between HOMO and LUMO = 0.332 Eh

Geometry as ORCA input:
```
! RIJCOSX wB97M-V def2-TZVPD def2/J DEFGRID3
* xyz 0 1
C -2.267 -2.576 0.209
S -2.806 -0.931 0.681
S -0.746 -0.091 0.872
H -3.131 -3.184 0.071
H -1.428 -2.915 0.937
H -1.744 -2.453 -0.706
H -0.601 0.602 -0.251
C 3.041 -0.026 -1.629
C 2.872 0.761 -0.364
S 1.509 1.985 -0.533
H 3.487 0.461 -2.513
H 1.953 -0.214 -1.746
H 3.599 -1.052 -1.307
H 2.582 0.179 0.499
H 3.731 1.241 0.100
H 2.355 2.983 -0.696
*
```

Atom charges from the Mulliken analysis, given in e for atoms 1 to 6: -0.75, -0.09, -0.18, 0.29, 0.27, 0.31

Below is a cluster of 3 separate species, C15H27NO13P2 in total, with properties calculated with ωB97M-V/def2-TZVPD.

lowest unoccupied orbital energy = -1.3824 eV
SMILES string = CC(=O)N(C)C1=C(O)C(=O)C(O)=CC1=O.COP(=O)(OC)OC.COP(=O)(OC)OC
gap between HOMO and LUMO = 0.303 Eh

Geometry as ORCA input:
```
! RIJCOSX wB97M-V def2-TZVPD def2/J DEFGRID3
* xyz 0 1
C -1.195 -3.413 -1.407
C -2.559 -3.729 -0.839
O -3.307 -2.868 -0.431
N -2.870 -5.089 -0.736
C -4.225 -5.378 -0.238
C -2.464 -5.891 -1.836
C -1.568 -6.873 -1.716
O -0.922 -7.184 -0.578
C -1.202 -7.712 -2.909
O -0.864 -8.861 -2.769
C -1.323 -7.034 -4.242
O -0.571 -7.554 -5.252
C -2.217 -6.059 -4.372
C -3.042 -5.654 -3.199
O -4.139 -5.169 -3.347
H -1.037 -2.341 -1.345
H -1.116 -3.723 -2.452
H -0.425 -3.945 -0.847
H -4.457 -4.666 0.546
H -4.973 -5.302 -1.025
H -4.222 -6.383 0.182
H -0.951 -8.139 -0.438
H 0.206 -7.008 -5.405
H -2.402 -5.564 -5.316
C 0.300 3.110 -1.832
O 0.173 1.878 -1.107
P -0.812 1.807 0.134
O -1.427 3.089 0.485
O 0.044 1.119 1.277
C 1.169 1.849 1.791
O -1.777 0.637 -0.287
C -2.715 0.130 0.683
H 0.894 3.823 -1.262
H 0.805 2.863 -2.762
H -0.677 3.542 -2.038
H 0.911 2.889 1.987
H 1.992 1.804 1.078
H 1.463 1.365 2.719
H -3.335 0.939 1.070
H -2.178 -0.351 1.499
H -3.322 -0.605 0.167
C 1.406 7.689 2.740
O 2.837 7.534 2.753
P 3.473 6.124 2.443
O 2.500 5.036 2.313
O 4.575 5.916 3.565
C 4.129 5.718 4.913
O 4.370 6.434 1.184
C 5.275 5.424 0.716
H 0.974 7.254 3.639
H 1.221 8.759 2.716
H 0.971 7.211 1.865
H 3.330 4.977 4.947
H 3.784 6.663 5.331
H 4.985 5.358 5.477
H 4.738 4.498 0.511
H 6.056 5.247 1.455
H 5.714 5.807 -0.200
*
```

Atom charges from the Mulliken analysis, given in e for atoms 1 to 6: -0.83, 0.82, -0.61, 0.29, -1.03, -0.71

Record order is preserved below.
Electronic energy: -12137.1800 -2060.0087 -3722.5210 -513.9531 -1314.8031 -2303.5091 hartree